{
  "formula": "C18H21FNO",
  "method": "the ωB97M-V functional and the def2-TZVPD basis",
  "gap_ev": 9.47,
  "charge": 1,
  "lumo_ev": -2.6,
  "total_energy_ha": -928.0567,
  "homo_energy_ev": -12.1,
  "elements": ["F", "C", "C", "C", "C", "C", "C", "C", "C", "C", "C", "C", "C", "C", "H", "H", "H", "H", "H", "H", "H", "H", "H", "H", "O", "C", "C", "C", "C", "C", "N", "H", "H", "H", "H", "H", "H", "H", "H", "H", "H", "H"],
  "coordinates": [[-1.001, 4.218, 3.816], [-0.457, 3.299, 2.954], [-0.094, 3.710, 1.664], [0.421, 2.774, 0.755], [0.522, 1.410, 1.076], [0.657, 0.408, -0.061], [1.444, -0.878, 0.396], [2.727, -1.142, -0.095], [3.371, -2.353, 0.163], [2.781, -3.277, 1.045], [1.572, -2.949, 1.672], [0.911, -1.746, 1.365], [0.402, 1.098, 2.459], [-0.176, 2.012, 3.362], [-0.249, 4.739, 1.354], [0.596, 3.054, -0.270], [1.190, 0.823, -0.867], [3.182, -0.422, -0.773], [4.307, -2.593, -0.333], [3.259, -4.255, 1.236], [1.118, -3.651, 2.377], [-0.035, -1.536, 1.827], [0.570, 0.115, 2.852], [-0.417, 1.738, 4.382], [1.166, -1.065, -2.548], [-0.175, -1.047, -3.009], [-1.101, -0.884, -1.825], [-2.476, -0.369, -2.390], [-3.094, 0.570, -1.384], [-1.970, 1.023, -0.403], [-0.746, 0.127, -0.616], [1.744, -1.360, -3.279], [-0.292, -0.378, -3.881], [-0.444, -2.062, -3.323], [-1.241, -1.933, -1.384], [-2.433, 0.054, -3.405], [-3.099, -1.263, -2.526], [-3.686, 1.376, -1.860], [-3.802, 0.071, -0.746], [-1.659, 2.032, -0.616], [-2.365, 0.986, 0.678], [-0.930, -0.475, 0.162]]
}


{
  "formula": "C7H15BN2O2Si",
  "method": "the ωB97M-V functional and the def2-TZVPD basis",
  "gap_ev": 8.49,
  "charge": 0,
  "lumo_ev": 0.3,
  "total_energy_ha": -850.0925,
  "homo_energy_ev": -8.2,
  "elements": ["B", "C", "C", "C", "C", "C", "C", "C", "N", "N", "O", "O", "Si", "H", "H", "H", "H", "H", "H", "H", "H", "H", "H", "H", "H", "H", "H", "H"],
  "coordinates": [[2.268, -1.775, -0.134], [2.162, -0.192, 2.059], [1.692, -0.688, 0.888], [0.295, 0.401, 0.703], [-0.550, 2.106, 2.310], [-1.709, -1.488, -1.002], [0.001, 0.724, -2.405], [-2.384, 1.339, -0.364], [1.413, 0.827, 2.592], [0.379, 1.054, 1.845], [1.668, -1.907, -1.354], [3.390, -2.523, 0.146], [-0.917, 0.231, -0.734], [3.105, -0.600, 2.464], [-1.207, 1.585, 2.888], [0.119, 2.653, 2.921], [-1.144, 2.708, 1.502], [-1.166, -2.015, -1.660], [-1.887, -2.060, -0.112], [-2.716, -1.383, -1.446], [-0.692, 0.573, -3.233], [0.195, 1.723, -2.246], [0.763, -0.030, -2.409], [-2.212, 2.363, -0.625], [-3.255, 1.228, -1.000], [-2.836, 1.134, 0.619], [1.752, -2.667, -1.898], [3.473, -3.323, -0.313]]
}


{
  "formula": "C17H11FN2O3",
  "method": "the ωB97M-V functional and the def2-TZVPD basis",
  "gap_ev": 7.76,
  "charge": 0,
  "lumo_ev": -0.8,
  "total_energy_ha": -1089.4824,
  "homo_energy_ev": -8.5,
  "elements": ["O", "O", "O", "F", "C", "C", "C", "C", "C", "C", "C", "C", "C", "C", "C", "C", "C", "C", "C", "C", "C", "N", "N", "H", "H", "H", "H", "H", "H", "H", "H", "H", "H", "H"],
  "coordinates": [[-0.326, -2.641, -0.845], [-0.808, 1.273, 0.284], [-0.559, -1.207, -3.467], [3.578, 1.369, 4.367], [-0.100, -1.456, -0.485], [-1.048, 0.759, -0.771], [-0.994, -0.548, -2.552], [0.744, -1.141, 0.722], [1.002, -1.989, 1.743], [2.844, -2.170, 5.060], [-2.995, 3.163, -2.995], [3.254, -0.850, 5.231], [-2.388, 2.734, -1.827], [2.122, -2.464, 3.920], [2.186, -0.210, 3.226], [-2.973, 2.381, -4.158], [2.900, 0.168, 4.364], [-1.821, 1.442, -1.823], [-1.714, 0.698, -2.916], [1.718, -1.529, 2.945], [-2.311, 1.144, -4.072], [-0.652, -0.466, -1.253], [-2.032, 0.383, -5.215], [1.134, -0.148, 0.963], [0.622, -2.974, 1.634], [3.144, -2.989, 5.729], [-3.525, 4.030, -2.991], [3.913, -0.566, 5.998], [-2.264, 3.441, -1.014], [1.906, -3.495, 3.787], [2.169, 0.617, 2.498], [-3.437, 2.727, -5.047], [-1.494, -0.533, -5.067], [-1.794, 1.048, -5.973]]
}


{
  "formula": "C45H53ClF18N3O18",
  "method": "the ωB97M-V functional and the def2-TZVPD basis",
  "gap_ev": 5.49,
  "charge": 1,
  "lumo_ev": -5.4,
  "total_energy_ha": -5522.1401,
  "homo_energy_ev": -10.9,
  "elements": ["C", "C", "O", "C", "O", "C", "C", "C", "C", "O", "C", "N", "C", "N", "C", "C", "C", "C", "C", "C", "C", "C", "C", "O", "N", "O", "C", "C", "C", "O", "Cl", "H", "H", "H", "H", "H", "H", "H", "H", "H", "H", "H", "H", "H", "H", "H", "H", "H", "H", "H", "H", "H", "H", "H", "C", "C", "O", "C", "O", "C", "F", "F", "F", "H", "H", "H", "H", "H", "C", "C", "O", "C", "O", "C", "F", "F", "F", "H", "H", "H", "H", "H", "C", "C", "O", "C", "O", "C", "F", "F", "F", "H", "H", "H", "H", "H", "C", "C", "O", "C", "O", "C", "F", "F", "F", "H", "H", "H", "H", "H", "C", "C", "O", "C", "O", "C", "F", "F", "F", "H", "H", "H", "H", "H", "C", "C", "O", "C", "O", "C", "F", "F", "F", "H", "H", "H", "H", "H"],
  "coordinates": [[5.271, -3.192, 6.554], [4.405, -2.369, 5.753], [4.760, -1.883, 4.414], [4.212, -0.541, 4.394], [4.760, 0.279, 5.197], [2.979, -0.081, 3.496], [1.666, -0.947, 3.273], [1.592, -2.384, 3.964], [0.421, -3.345, 3.418], [-0.118, -4.112, 4.552], [1.020, -4.474, 2.391], [-0.014, -5.554, 2.196], [0.568, -0.291, 2.401], [0.684, 1.038, 1.795], [-0.530, 1.517, 1.013], [-1.728, 1.566, 2.113], [-1.550, 2.677, 3.221], [-2.562, 2.872, 4.406], [-3.786, 1.871, 4.407], [-3.966, 0.764, 3.294], [-5.238, -0.206, 3.442], [-2.936, 0.580, 2.111], [1.893, 1.827, 1.950], [1.949, 3.117, 1.286], [2.357, 2.854, -0.024], [1.737, 3.565, -0.741], [3.106, 1.325, 2.800], [4.379, 2.281, 2.895], [5.624, 1.783, 1.969], [6.759, 1.609, 2.490], [5.392, 1.521, 0.154], [6.213, -2.709, 6.989], [4.977, -4.292, 6.689], [3.400, -2.050, 6.235], [2.582, -2.975, 3.842], [1.414, -2.255, 5.096], [-0.478, -2.808, 2.962], [0.615, -4.482, 5.092], [1.256, -3.955, 1.391], [1.973, -4.940, 2.838], [0.052, -6.229, 2.978], [-0.922, -5.060, 2.232], [-0.423, -0.854, 2.231], [-0.381, 2.548, 0.549], [-0.777, 0.730, 0.218], [-0.634, 3.381, 3.232], [-2.410, 3.662, 5.230], [-4.579, 1.940, 5.232], [-5.322, -0.469, 4.564], [-5.030, -1.212, 2.905], [-6.208, 0.226, 3.021], [-3.029, -0.229, 1.310], [4.787, 2.434, 3.955], [4.135, 3.344, 2.501], [-1.697, -1.047, -4.464], [-2.891, -1.854, -3.992], [-2.567, -2.594, -2.802], [-2.611, -1.905, -1.646], [-2.894, -0.734, -1.560], [-2.294, -2.820, -0.468], [-1.222, -3.607, -0.693], [-3.319, -3.650, -0.182], [-2.030, -2.135, 0.669], [-0.826, -1.692, -4.600], [-1.919, -0.547, -5.409], [-1.418, -0.286, -3.730], [-3.160, -2.588, -4.754], [-3.768, -1.222, -3.829], [4.460, 0.657, -7.107], [3.209, 1.464, -6.823], [2.069, 0.885, -7.479], [1.498, -0.169, -6.858], [1.885, -0.636, -5.815], [0.278, -0.647, -7.639], [0.515, -0.744, -8.965], [-0.770, 0.196, -7.503], [-0.156, -1.861, -7.245], [4.611, 0.548, -8.184], [5.338, 1.139, -6.673], [4.382, -0.352, -6.694], [3.323, 2.472, -7.227], [3.028, 1.565, -5.749], [2.316, 8.482, -8.225], [2.125, 7.790, -6.890], [1.095, 6.791, -6.977], [1.462, 5.607, -7.510], [2.572, 5.355, -7.906], [0.288, 4.631, -7.497], [-0.859, 5.192, -7.931], [0.033, 4.162, -6.254], [0.500, 3.550, -8.276], [1.368, 8.892, -8.584], [3.043, 9.292, -8.140], [2.667, 7.782, -8.987], [1.796, 8.516, -6.144], [3.059, 7.352, -6.525], [-1.518, 2.563, -9.859], [-1.380, 2.301, -11.346], [-2.671, 2.204, -11.968], [-3.278, 3.376, -12.258], [-2.806, 4.460, -12.024], [-4.613, 3.127, -12.955], [-5.343, 2.167, -12.346], [-4.445, 2.725, -14.234], [-5.391, 4.225, -12.998], [-2.150, 1.803, -9.392], [-0.543, 2.559, -9.374], [-1.993, 3.529, -9.671], [-0.883, 1.341, -11.504], [-0.770, 3.064, -11.836], [2.381, 0.617, 8.618], [1.145, 1.446, 8.904], [-0.006, 0.884, 8.254], [-0.592, -0.158, 8.884], [-0.207, -0.625, 9.925], [-1.824, -0.624, 8.111], [-1.595, -0.732, 6.783], [-2.860, 0.232, 8.246], [-2.270, -1.829, 8.517], [2.527, 0.502, 7.540], [3.269, 1.085, 9.047], [2.288, -0.390, 9.035], [1.276, 2.451, 8.497], [0.970, 1.554, 9.978], [-2.170, -4.801, 7.053], [-2.334, -5.245, 8.493], [-2.941, -6.544, 8.557], [-2.114, -7.593, 8.355], [-0.935, -7.492, 8.126], [-2.876, -8.908, 8.498], [-4.058, -8.895, 7.843], [-3.158, -9.188, 9.789], [-2.189, -9.962, 8.019], [-3.127, -4.841, 6.526], [-1.780, -3.783, 7.003], [-1.484, -5.459, 6.513], [-3.005, -4.558, 9.013], [-1.382, -5.234, 9.031]]
}